The following is a quantum chemistry calculation of a single C4H7NO molecule, from the OMol25 dataset.

highest occupied orbital energy = -0.350 hartree
relative energy (zero: lowest compared OMol25 entry of this formula, charge and spin) = 2.1029 eV
DFT total energy = -286.5544 Ha
net charge = 0
orbital gap = 10.4 eV
molar mass = 85.11 g/mol
max |F| = 0.46 eV Å⁻¹
E_LUMO = 0.033 Eh

```
13
Properties=species:S:1:pos:R:3:forces:R:3:nbo_charge:R:1
C -1.684984 -0.268711 0.531338 -0.005 0.030 -0.080 -0.63
C -0.376878 -0.690620 -0.132284 -0.029 -0.073 0.195 -0.02
C 0.350250 0.002373 -1.314397 -0.159 -0.011 -0.163 -0.21
N 0.708496 0.202564 0.024905 0.277 0.308 0.108 -0.45
C 1.775216 0.727563 0.647174 0.160 0.075 -0.036 0.53
O 2.629102 1.348274 0.045135 0.011 -0.111 0.373 -0.60
H -1.452672 0.041698 1.557710 -0.067 -0.072 -0.197 0.22
H -2.403194 -1.091966 0.606173 0.168 0.099 -0.217 0.22
H -2.171160 0.575777 0.036237 0.145 -0.089 -0.030 0.22
H -0.153749 -1.754943 -0.005395 0.104 0.248 -0.115 0.20
H 1.079989 -0.553770 -1.913193 -0.426 -0.095 0.131 0.20
H -0.059054 0.875410 -1.823430 -0.312 -0.306 0.079 0.20
H 1.758643 0.586351 1.740027 0.133 -0.004 -0.049 0.12
```
Forces are in eV/Å.